# C28H33CoN5O5PS3

A structure of composition C28H33CoN5O5PS3 (ωB97M-V with the def2-TZVPD basis set, OMol25).

Element x y z (Å)
H1 -2.187 0.074 -1.920
H2 3.435 0.532 0.959
C1 2.844 -1.452 1.517
H3 3.331 5.220 1.038
H4 5.814 -0.376 -4.150
H5 -1.820 1.358 -0.848
C2 0.664 -5.476 -0.889
H6 -0.902 4.191 3.226
C3 3.156 -2.013 3.837
H7 -1.173 1.449 -3.425
N1 1.182 2.340 -3.295
O1 -0.045 -1.936 -1.994
H8 6.592 -0.592 -1.816
O2 -1.958 2.571 0.273
O3 -0.533 0.016 1.568
N2 -2.778 0.113 1.831
H9 3.435 -0.768 -4.695
C4 1.461 4.193 1.136
C5 3.038 -4.358 0.018
H10 -2.803 0.753 1.050
H11 -2.138 -2.147 4.909
C6 0.198 4.073 0.583
C7 -0.196 4.856 -0.483
H12 0.388 6.410 -1.824
H13 -2.415 3.274 3.021
H14 -1.184 4.728 -0.898
H15 4.254 1.120 3.211
H16 3.053 -2.719 4.648
O4 -1.081 -2.459 0.086
C8 0.782 -4.106 -0.756
C9 1.961 5.908 -0.459
Co1 0.028 -0.650 -0.284
C10 3.828 0.144 3.030
S1 1.305 1.422 -0.851
H17 2.269 -3.326 2.395
H18 1.739 3.556 1.960
C11 3.381 -0.188 1.764
H19 -0.532 -1.603 3.314
O5 -1.585 -3.843 -1.874
H20 -2.997 -2.643 3.444
H21 -3.292 -1.044 4.167
N3 -1.448 0.641 -1.516
C12 2.926 -5.731 -0.122
C13 3.782 -0.855 -3.675
H22 4.053 -0.503 5.061
C14 0.694 5.782 -1.003
H23 3.964 -3.919 0.367
C15 -2.534 -1.797 3.958
C16 0.537 1.673 -2.326
C17 1.735 -6.293 -0.561
H24 0.809 2.438 -4.224
C18 1.953 -3.533 -0.284
C19 -1.652 3.859 2.517
N4 -1.456 -1.222 3.190
H25 -2.105 4.698 2.002
H26 5.025 -1.199 -0.038
C20 5.555 -0.764 -2.062
C21 -1.568 -0.386 2.148
C22 5.117 -0.639 -3.370
C23 2.714 -2.356 2.569
C24 3.327 -1.308 -1.353
P1 2.068 -1.724 -0.099
C25 2.345 5.119 0.615
S2 -0.856 2.771 1.265
H27 -3.624 -0.360 2.090
H28 2.653 6.624 -0.873
C26 3.716 -0.767 4.069
H29 3.769 -6.363 0.118
N5 -0.724 1.290 -2.531
H30 2.141 2.588 -3.124
C27 4.669 -1.102 -1.053
H31 1.646 -7.365 -0.653
C28 2.890 -1.179 -2.671
H32 -0.267 -5.880 -1.254
H33 1.844 -1.336 -2.896
S3 -0.608 -3.056 -1.188

Summary:
energy above the lowest of the compared OMol25 structures with the same formula, charge and spin: 1.1330 eV
frontier orbital gap (spin up / spin down): 0.3082 / 0.3368 Ha
spin multiplicity: 2
net charge: +1
<S²>: 1.20

=====

# C28H33CoN8O2P

A structure of composition C28H33CoN8O2P (ωB97M-V with the def2-TZVPD basis set, OMol25).

Element x y z (Å)
H1 4.198 1.268 2.730
C1 -1.208 -2.956 3.268
C2 1.571 2.557 4.300
H2 4.334 1.024 -1.184
H3 -3.569 -2.585 -5.004
H4 -3.287 2.850 0.257
C3 2.079 -0.094 2.038
C4 -2.514 2.053 -1.570
C5 1.516 0.189 4.368
H5 1.918 1.456 -1.611
H6 0.487 3.360 -4.692
C6 -0.587 3.168 -4.705
C7 -2.313 -2.647 4.048
C8 -3.625 2.654 -0.761
H7 1.501 -3.646 -2.708
C9 -1.675 -0.660 0.312
C10 -3.059 -1.092 2.369
H8 3.875 1.329 4.474
H9 0.873 -0.688 4.271
C11 3.673 0.220 -1.471
C12 -0.067 1.362 2.985
H10 -0.803 2.601 -5.613
H11 0.971 3.459 4.160
N1 2.602 0.094 3.394
H12 -0.732 0.494 3.003
O1 -0.692 -1.096 -0.422
C13 4.131 -1.091 -1.607
C14 2.130 2.669 1.956
H13 -2.232 -4.707 -5.041
Co1 -0.479 0.042 -1.922
H14 -0.705 2.248 2.931
C15 -0.967 2.332 -3.508
H15 -2.608 -0.622 -3.804
H16 -2.560 3.627 -3.019
H17 -0.026 -4.744 -3.920
C16 -0.637 -3.851 -3.913
N2 0.699 1.390 4.233
N3 2.655 2.550 3.319
H18 1.603 3.622 1.858
H19 -4.448 1.944 -0.682
C17 3.409 1.308 3.485
N4 -0.892 -1.582 -3.237
H20 -0.172 -2.555 1.420
C18 -1.860 -3.823 -4.539
N5 -2.414 0.374 0.021
C19 -0.180 -2.695 -3.265
H21 -1.121 4.115 -4.732
H22 -3.764 -0.354 2.011
H23 1.507 -1.025 1.999
H24 3.581 -3.095 -2.130
H25 -2.454 -3.129 5.007
H26 -0.484 -3.682 3.617
O2 -0.232 1.297 -3.324
C20 -3.239 -1.719 3.591
H27 2.917 -0.202 1.345
C21 -1.028 -2.332 2.043
H28 1.961 0.191 5.367
H29 2.977 2.704 1.263
C22 1.907 -1.735 -2.230
N6 1.467 -0.489 -2.059
C23 -2.050 2.717 -2.738
C24 -2.075 -1.563 -3.862
N7 1.058 -2.745 -2.649
P1 0.979 1.289 1.435
H30 -4.104 -1.480 4.197
H31 5.168 -1.337 -1.421
H32 2.020 2.591 5.296
C25 2.341 0.464 -1.707
H33 -3.976 3.578 -1.216
N8 -1.970 0.937 -1.175
C26 -1.945 -1.387 1.588
C27 -2.604 -2.649 -4.524
C28 3.249 -2.073 -1.993

Summary:
energy above the lowest of the compared OMol25 structures with the same formula, charge and spin: 0.2378 eV
frontier orbital gap (spin up / spin down): 0.2616 / 0.2668 Ha
spin multiplicity: 2
<S²>: 0.76

=====

# C28H33F2N4NiOSi

A structure of composition C28H33F2N4NiOSi (ωB97M-V with the def2-TZVPD basis set, OMol25).

Element x y z (Å)
C1 3.923 -2.695 1.623
C2 1.304 -0.717 -2.702
H1 2.061 -0.234 -2.076
H2 4.727 -3.271 1.185
H3 4.033 -3.689 3.516
C3 3.279 -1.724 0.868
H4 0.308 4.174 -0.019
H5 1.899 1.811 -3.723
H6 2.413 -0.348 -4.543
C4 2.962 1.741 1.353
C5 0.198 -3.276 -0.343
C6 -0.658 -2.325 0.199
C7 3.179 3.115 1.410
H7 2.194 -2.378 4.514
H8 -1.961 1.544 1.789
H9 -5.215 -0.737 3.397
H10 -0.152 0.514 -1.873
C8 1.045 3.476 0.350
N1 -0.376 1.534 -0.244
C9 2.220 3.973 0.900
H11 -0.725 4.539 -2.212
C10 -1.923 -4.121 1.198
Ni1 -0.518 -0.421 0.061
H12 0.291 1.492 -3.582
N2 0.016 -0.467 -2.109
H13 -4.170 -2.760 2.438
H14 2.374 5.043 0.940
C11 1.416 -0.207 -4.130
H15 -2.592 1.051 -2.869
H16 -1.959 4.418 0.490
C12 -0.034 -4.619 -0.107
C13 -4.288 -0.659 2.847
H17 0.681 -0.667 -4.791
H18 -0.776 -0.922 -2.545
C14 -1.090 -5.078 0.655
C15 -3.711 -1.794 2.310
C16 2.500 -2.191 3.495
O1 1.541 -0.097 0.660
H19 0.977 1.638 -5.084
C17 3.533 -2.930 2.932
C18 -2.500 0.621 1.956
H20 0.254 3.160 -2.600
H21 3.696 1.048 1.742
C19 -1.737 -2.759 0.987
Si1 -1.586 2.468 -1.036
H22 -3.806 1.617 -1.746
C20 0.781 2.102 0.285
H23 4.087 3.498 1.853
C21 1.795 1.270 0.796
H24 3.566 -1.523 -0.156
C22 -2.517 -1.679 1.601
H25 -4.081 1.475 3.114
F1 -2.940 -4.555 1.968
C23 2.249 -1.005 1.444
H26 -1.347 3.397 -3.379
C24 1.848 -1.221 2.750
C25 -0.786 3.476 -2.445
H27 -2.781 0.272 -1.291
H28 1.032 -0.642 3.162
C26 -2.584 3.679 -0.013
H29 -3.283 4.218 -0.655
F2 0.808 -5.526 -0.636
H30 1.531 -1.783 -2.709
C27 -2.786 1.236 -1.808
N3 -1.950 -0.467 1.414
N4 1.131 1.278 -4.141
H31 1.077 -3.006 -0.911
H32 -1.250 -6.130 0.836
H33 -3.176 3.171 0.750
C28 -3.669 0.573 2.687

Summary:
frontier orbital gap (spin up / spin down): 0.2436 / 0.2431 Ha
net charge: +1

=====

# C28H33GeHfN6O3

A structure of composition C28H33GeHfN6O3 (ωB97M-V with the def2-TZVPD basis set, OMol25).

Element x y z (Å)
H1 2.123 2.749 -0.103
C1 0.639 3.014 3.055
C2 1.743 0.703 -0.699
H2 1.812 -2.707 0.845
C3 -2.304 -2.974 4.519
H3 -2.454 0.034 -1.217
N1 0.108 1.995 0.002
C4 2.300 -1.830 3.568
H4 -4.610 -1.299 2.686
C5 -1.377 -4.981 -0.507
C6 4.074 -0.042 4.731
H5 -2.223 -3.834 5.170
C7 -1.608 3.623 4.576
C8 -0.783 -2.849 -1.338
H6 -0.265 -2.413 4.792
N2 -0.147 -2.455 -0.007
C9 -3.521 -2.677 3.917
H7 5.393 -1.718 4.914
H8 1.782 -2.436 -0.917
N3 -0.694 -4.257 -1.580
H9 1.049 5.113 3.094
N4 -2.314 0.195 -0.219
C10 3.538 -2.274 3.997
N5 -0.755 -4.699 0.788
H10 -2.673 0.179 2.336
H11 1.122 -4.881 1.703
H12 -3.160 2.190 -0.517
C11 1.425 2.184 -0.712
O1 1.006 -0.070 -1.437
H13 3.816 -3.313 3.887
C12 1.927 -0.489 3.727
H14 0.762 -5.740 -1.796
H15 -0.267 -2.288 -2.122
C13 0.379 4.324 3.406
Ge1 0.213 0.136 3.182
C14 4.424 -1.375 4.577
O2 2.061 0.177 0.428
H16 4.766 0.647 5.196
H17 -2.474 3.862 5.177
H18 -2.023 1.533 4.581
H19 1.236 -4.142 -2.400
H20 -2.428 -4.687 -0.478
C15 -0.747 4.627 4.164
H21 -1.880 -2.978 1.107
C16 1.313 -2.971 -0.090
H22 -1.319 -6.050 -0.706
C17 -1.034 2.165 -0.801
H23 1.612 -2.545 3.129
H24 -4.377 -3.313 4.095
H25 -2.250 1.932 1.015
N6 1.357 -4.379 -0.318
C18 0.711 -4.669 -1.602
C19 -1.303 -1.032 3.485
C20 2.838 0.408 4.297
H26 -1.836 -2.551 -1.293
H27 0.717 -6.166 0.551
Hf1 -0.069 -0.166 0.379
C21 -0.213 1.984 3.474
H28 -3.097 -0.226 0.269
H29 1.514 2.792 2.456
H30 -0.353 -3.078 2.012
C22 -0.834 -3.300 1.061
C23 0.652 -5.095 0.741
H31 -0.951 5.654 4.435
C24 -2.308 1.700 -0.050
C25 -1.352 2.304 4.227
C26 -2.543 -0.738 2.904
O3 -1.080 2.454 -1.967
H32 2.576 1.450 4.435
H33 1.288 2.602 -1.707
C27 -1.199 -2.169 4.299
C28 -3.649 -1.552 3.116

Summary:
energy above the lowest of the compared OMol25 structures with the same formula, charge and spin: 1.4041 eV
frontier orbital gap (spin up / spin down): 0.2655 / 0.2090 Ha
spin multiplicity: 2
net charge: +2
<S²>: 0.76

=====

# C28H33N4OPdS3Si

A structure of composition C28H33N4OPdS3Si (ωB97M-V with the def2-TZVPD basis set, OMol25).

Element x y z (Å)
C1 -5.267 0.383 -0.111
H1 -1.814 0.165 3.268
H2 3.496 -1.812 3.875
C2 -1.164 -1.014 -2.519
H3 1.663 -4.844 0.101
H4 4.283 -0.723 5.027
C3 -4.158 -0.349 -0.515
C4 -4.015 1.078 1.791
H5 5.375 -0.634 -0.924
N1 -0.996 -0.816 1.621
H6 -3.238 -1.510 -2.807
C5 0.072 -0.876 -3.158
C6 -5.185 1.129 1.046
S1 -0.561 -2.939 -0.121
C7 -0.308 2.983 -2.893
H7 -2.799 3.692 0.186
N2 -0.244 -1.717 2.294
C8 1.129 -5.221 0.969
C9 -3.232 2.186 -2.650
H8 1.136 -0.844 -5.027
H9 0.213 2.097 -3.265
H10 4.008 2.372 2.927
C10 0.177 -0.973 -4.540
O1 -1.163 1.256 -0.762
S2 1.001 -3.968 2.256
H11 -3.362 2.982 -3.387
C11 4.529 -0.264 1.011
N3 0.911 -0.512 -0.984
C12 1.185 -0.685 -2.251
H12 -0.894 -1.313 -6.363
C13 2.054 -0.411 -0.189
Pd1 -1.056 -0.703 -0.547
C14 -2.170 -1.437 -4.648
H13 -6.021 1.728 1.380
H14 1.485 -0.280 3.854
C15 -0.957 -1.240 -5.286
S3 2.845 -0.800 -2.618
C16 3.514 0.278 3.269
H15 -3.209 1.242 -3.198
C17 0.030 -2.729 1.520
H16 1.242 0.125 1.719
C18 3.218 -0.574 -0.940
H17 5.426 1.330 3.073
C19 -1.820 -0.036 2.201
H18 1.701 -6.028 1.424
C20 2.136 -0.094 1.165
H19 -4.197 -0.926 -1.421
Si1 -1.657 2.512 -1.678
H20 4.499 1.752 4.508
C21 3.371 -0.034 1.781
H21 5.499 -0.219 1.487
C22 4.473 -0.509 -0.341
H22 2.322 0.782 4.986
H23 -4.119 2.192 -2.012
H24 0.436 3.633 -2.428
C23 -1.990 3.932 -0.509
H25 0.150 -5.599 0.686
H26 1.685 1.447 3.485
N4 -3.030 -0.400 0.182
C24 4.418 1.506 3.448
H27 -6.164 0.361 -0.712
H28 -0.714 3.511 -3.759
H29 -3.919 1.616 2.724
C25 2.165 0.570 3.928
C26 4.143 -0.936 3.967
H30 5.117 -1.187 3.545
H31 -3.049 -1.678 -5.231
C27 -2.281 -1.328 -3.263
H32 -2.290 4.823 -1.067
H33 -1.104 4.185 0.076
C28 -2.962 0.310 1.345

Summary:
energy above the lowest of the compared OMol25 structures with the same formula, charge and spin: 0.3013 eV
frontier orbital gap: 0.2617 Ha
net charge: +1

=====

# C28H33N7O2

The molecule C28H33N7O2 (ωB97M-V with the def2-TZVPD basis set, OMol25).

Element x y z (Å)
H1 -4.323 -2.654 -4.895
C1 1.430 3.596 -2.843
H2 1.283 -1.493 0.689
N1 -0.446 -2.099 4.559
H3 3.348 -2.052 4.014
H4 -4.392 -3.051 -2.452
H5 -1.847 -3.288 5.544
H6 1.146 2.758 -4.777
H7 4.766 4.213 1.042
C2 -3.605 -2.153 -4.243
H8 -0.963 2.672 2.059
H9 -2.053 -3.175 -1.505
H10 3.035 -2.559 2.347
H11 -1.580 1.270 -1.818
O1 -2.106 0.092 1.116
C3 0.252 -1.624 2.542
C4 -3.162 -1.377 -1.905
C5 2.869 2.291 2.353
H12 -0.715 1.320 -4.150
C6 -0.114 2.714 -1.176
H13 -2.218 2.539 0.807
C7 3.739 2.374 1.273
C8 -0.874 -1.789 3.324
N2 0.610 3.853 0.561
C9 0.297 -1.245 1.100
C10 -0.742 -2.035 0.281
C11 -0.260 1.937 -3.389
N3 1.337 4.234 -0.403
O2 -1.274 -3.034 0.704
H14 -0.349 -2.836 -3.287
C12 -0.745 1.893 -2.102
C13 -1.277 -2.262 -3.304
H15 5.362 3.228 2.378
H16 3.088 -0.838 2.748
C14 3.410 1.705 0.100
C15 -1.244 -2.394 5.713
H17 -1.046 -1.256 -3.665
N4 -0.280 2.939 0.154
N5 0.141 0.212 0.954
H18 -2.970 -0.362 -2.266
H19 -0.566 -2.568 6.547
C16 2.790 -1.822 3.111
C17 -4.170 -2.051 -2.829
H20 5.761 2.796 0.706
N6 0.884 -2.141 4.626
C18 4.987 3.193 1.358
H21 -1.906 -1.559 5.947
C19 0.958 3.568 -1.531
H22 4.076 1.752 -0.748
H23 -3.438 -1.148 -4.640
H24 2.245 4.244 -3.120
H25 1.980 0.484 -0.925
H26 -2.468 -3.946 -3.905
C20 2.231 0.992 -0.004
H27 -3.547 -1.307 -0.887
H28 -1.909 -1.713 3.066
N7 -0.882 -1.591 -0.986
C21 1.352 0.950 1.071
H29 1.020 1.514 3.108
C22 -1.179 2.292 1.057
C23 1.686 1.583 2.261
H30 3.117 2.790 3.277
C24 -1.089 0.754 1.061
C25 1.335 -1.857 3.417
C26 -1.853 -2.171 -1.893
H31 -5.101 -1.481 -2.839
C27 0.810 2.769 -3.750
H32 -0.488 -0.700 -1.246
C28 -2.287 -2.922 -4.239
H33 -1.878 -2.968 -5.251

Summary:
energy above the lowest of the compared OMol25 structures with the same formula, charge and spin: 0.0699 eV
frontier orbital gap: 0.3322 Ha
SMILES: Cc1ccc(N(C(=O)Cn2nnc3ccccc32)[C@H](C(=O)NC2CCCCC2)c2cn(C)nc2C)cc1

=====

# C28H33O3Si

A cluster of 2 separate species, C28H33O3Si in total (ωB97M-V with the def2-TZVPD basis set, OMol25).

Element x y z (Å)
H1 0.960 -0.830 -5.194
H2 0.416 6.509 -0.115
C1 -1.675 4.836 0.434
C2 0.490 -1.709 -1.896
C3 0.815 -0.918 -3.042
H3 -1.327 -4.676 -5.626
C4 -0.248 -3.772 2.754
C5 0.110 -3.062 -2.126
C6 -1.527 3.450 0.196
H4 1.730 4.684 -2.900
C7 1.051 4.134 -2.231
O1 0.847 3.415 0.615
C8 3.439 3.821 -0.283
C9 -3.498 3.519 -1.229
H5 0.374 -5.265 -5.669
C10 -3.577 4.908 -1.060
O2 0.117 -5.102 6.170
H6 -4.225 3.007 -1.860
C11 -0.263 1.402 1.021
H7 0.039 4.534 -2.371
C12 -0.328 -4.513 -6.057
Si1 1.675 4.385 -0.494
H8 1.138 0.113 -2.889
H9 -0.139 -3.695 -1.276
H10 0.720 -2.615 6.337
C13 0.090 -4.265 5.100
H11 -0.988 5.330 1.125
H12 -0.487 -5.741 3.608
O3 0.147 -3.170 -5.804
H13 0.380 -7.040 5.365
C14 0.126 -1.469 1.868
C15 0.723 -1.425 -4.313
H14 -1.172 0.804 1.049
C16 -0.315 -6.477 6.004
C17 0.287 -2.762 -4.517
C18 0.513 -1.149 -0.588
H15 -0.303 -4.621 -3.552
C19 0.387 -1.999 4.291
H16 2.098 6.831 -0.574
H17 -4.352 5.489 -1.572
C20 -2.674 5.560 -0.209
H18 0.621 -2.977 0.487
H19 0.636 -0.069 -0.509
H20 -0.514 -4.114 1.754
H21 3.771 4.005 0.748
C21 0.405 -1.906 0.581
H22 -0.007 -0.435 2.134
H23 -2.399 1.708 -0.726
C22 -2.493 2.787 -0.597
H24 -0.299 -6.879 7.018
H25 0.631 -0.952 4.481
C23 -0.246 -4.690 3.792
C24 -0.334 2.724 0.630
H26 1.054 3.079 -2.540
H27 -2.742 6.638 -0.042
C25 0.427 -2.903 5.329
H28 0.714 1.034 1.325
H29 -1.331 -6.536 5.589
H30 -0.371 -4.560 -7.146
C26 1.451 6.168 0.018
C27 0.076 -2.403 2.961
H31 3.543 2.746 -0.487
H32 4.104 4.368 -0.965
H33 1.719 6.292 1.076
C28 0.007 -3.585 -3.398

Summary:
energy above the lowest of the compared OMol25 structures with the same formula, charge and spin: 0.8146 eV
frontier orbital gap: 0.2074 Ha
net charge: +1

=====

no.,F_max (hartree/bohr),molar mass (g mol⁻¹)
1,0.04158,705.71
2,0.01087,603.53
3,0.01234,566.37
4,0.02137,752.71
5,0.01495,672.31
6,0.02647,499.62
7,0.05387,445.65